[1]
22
Properties=species:S:1:pos:R:3:forces:R:3 method="wB97M-V/def2-TZVPD" smiles="C[C@]12C=C[C@](C)(CC1)P2" energy_ev=-17792.7897 homo_lumo_gap_ev=8.89
C -0.806 -2.721 0.442 -1.4 -0.1 -3.6
C -0.368 -1.243 0.235 -0.3 1.4 -0.7
C 0.982 -0.959 0.801 -0.2 0.6 -0.8
C 1.562 0.180 0.436 1.1 0.4 0.5
C 0.684 0.967 -0.446 -1.5 1.3 -1.3
C 1.188 2.269 -1.115 0.7 -0.8 3.4
C -0.630 1.279 0.310 -0.1 -2.4 -0.1
C -1.310 -0.048 0.772 -1.2 -0.9 -3.1
P 0.244 -0.328 -1.742 -1.5 -1.9 2.4
H -0.539 -3.309 -0.547 -1.0 1.1 1.6
H -1.900 -2.977 0.732 2.0 0.8 -0.5
H -0.106 -3.162 1.070 0.9 -0.8 1.8
H 1.402 -1.626 1.473 0.9 -1.3 1.3
H 2.546 0.575 0.763 -0.8 -0.5 -0.1
H 2.240 2.196 -1.255 0.9 0.2 -0.2
H 0.953 3.138 -0.485 0.2 -0.2 0.0
H 0.731 2.410 -2.010 -1.4 0.5 -2.8
H -1.278 1.779 -0.362 -0.7 0.7 -0.6
H -0.460 1.881 1.134 0.6 1.5 1.6
H -1.725 -0.172 1.773 0.9 0.2 0.4
H -2.272 -0.076 0.164 1.0 -0.3 0.6
H -1.136 -0.053 -2.143 0.7 0.5 0.2

=====

[2]
22
Properties=species:S:1:pos:R:3:forces:R:3 method="wB97M-V/def2-TZVPD" smiles="C=CC(=C)CCCC" energy_ev=-8520.3037 homo_lumo_gap_ev=9.46
C 0.942 -3.503 -0.597 0.2 -0.6 -0.3
C 1.298 -2.273 -0.242 -2.7 0.6 -1.6
C 0.306 -1.346 0.412 2.2 0.3 0.8
C -0.213 -1.763 1.578 0.2 -0.5 -0.3
C 0.486 0.146 0.080 -0.5 -0.9 1.1
C -0.904 0.802 0.169 -0.9 0.5 -2.6
C -1.142 2.080 -0.705 1.6 0.3 0.6
C -0.326 3.257 -0.190 2.3 0.1 -0.3
H 1.674 -4.165 -0.995 0.5 -0.3 -0.6
H -0.060 -3.932 -0.614 0.1 0.3 0.9
H 2.103 -1.798 -0.812 0.5 -0.2 1.1
H -0.419 -1.135 2.437 -0.8 0.3 -0.4
H -0.255 -2.838 1.760 0.3 0.3 0.2
H 0.991 0.278 -0.881 -0.5 0.0 -0.1
H 1.219 0.426 0.824 0.1 0.9 0.3
H -1.490 0.142 -0.461 -0.5 -0.8 0.4
H -1.415 0.824 1.119 0.4 0.1 0.5
H -0.690 1.838 -1.670 -0.1 -0.1 -0.2
H -2.177 2.328 -0.940 -0.1 -0.2 0.5
H -0.024 3.994 -0.946 -1.1 0.3 -0.1
H 0.734 2.881 -0.058 -1.1 0.0 0.6
H -0.637 3.758 0.732 -0.1 -0.2 -0.2

=====

[3]
24
Properties=species:S:1:pos:R:3:forces:R:3 method="wB97M-V/def2-TZVPD" energy_ev=-9870.5173 homo_lumo_gap_ev=8.27
B -1.842 0.027 -2.303 -1.1 -0.2 3.5
B 2.262 0.213 0.135 -1.1 0.1 0.8
C -1.903 -0.717 0.236 -2.5 0.5 -0.3
C -1.312 -0.664 -0.966 1.3 0.5 0.7
C 0.679 2.421 -0.073 -0.1 2.2 -0.7
C 1.766 1.713 -0.397 -0.7 -0.7 1.1
C -1.206 -1.206 1.438 0.8 1.3 -0.3
C 0.143 -1.202 -0.737 -0.1 -1.3 -2.2
C 0.163 -0.587 1.621 1.1 1.0 -0.3
C 0.952 -0.569 0.318 -1.5 0.6 1.1
H -2.833 0.706 -2.008 0.7 -0.5 -0.9
H -1.337 -0.135 -3.307 0.5 0.0 -1.3
H 2.950 -0.139 -0.719 0.8 -0.8 -0.9
H 2.710 0.384 1.215 0.7 0.1 0.5
H -2.983 -0.501 0.424 0.9 0.2 -0.6
H 0.555 3.487 -0.412 0.6 -0.9 0.0
H -0.212 2.260 0.563 0.8 -1.1 -0.3
H 2.662 2.038 -0.945 -1.0 0.7 -0.1
H -1.739 -0.982 2.309 -1.2 -0.2 1.3
H -1.017 -2.234 1.340 -0.2 -1.8 0.0
H -0.015 -2.314 -0.590 0.4 0.9 0.5
H 0.682 -1.190 -1.663 0.4 0.2 -0.6
H 0.169 0.398 2.185 0.0 -0.7 -1.1
H 0.706 -1.208 2.337 0.4 -0.2 -0.1

=====

[4]
28
Properties=species:S:1:pos:R:3:forces:R:3 method="wB97M-V/def2-TZVPD" charge=+3 energy_ev=-61445.7281 homo_lumo_gap_ev=1.70
C 1.300 2.852 0.753 0.1 0.3 -1.4
B 2.043 1.513 0.071 -2.8 1.2 3.0
O 2.908 1.740 -1.126 -0.1 -0.6 -0.4
C 1.734 0.050 0.758 1.4 -1.3 -0.5
C 0.130 -0.145 0.481 -0.2 0.4 -2.2
C 0.022 -1.646 -0.245 -1.4 1.4 0.7
C -1.474 -2.164 0.178 0.1 -0.9 0.1
C -2.547 -1.321 -0.757 0.5 1.1 -0.5
C -3.367 -0.148 0.060 -0.1 0.2 -0.2
Cl -4.501 0.652 -1.223 1.2 -0.8 1.4
O 1.220 -2.294 0.317 3.7 1.9 -2.1
C 2.326 -1.313 0.060 0.0 -1.6 -0.9
O 3.476 -1.524 -0.622 -5.1 2.5 3.9
H 1.384 3.791 0.026 -0.1 -1.8 1.6
H 0.133 2.666 0.889 2.6 0.3 0.1
H 1.822 3.153 1.769 -1.2 -0.7 -1.8
H 2.251 1.939 -1.879 1.5 0.2 0.6
H 2.069 -0.024 1.877 -0.9 0.1 -1.9
H -0.642 0.032 1.359 2.1 -0.3 -1.7
H -0.086 0.555 -0.432 -0.2 -0.8 1.9
H 0.107 -1.650 -1.417 -0.1 0.2 2.3
H -1.646 -3.320 -0.045 0.6 2.5 0.5
H -1.619 -1.988 1.335 0.2 -0.4 -2.4
H -3.302 -1.997 -1.345 1.5 1.2 1.4
H -1.907 -0.749 -1.585 -1.5 -1.2 1.6
H -4.066 -0.542 0.911 1.5 0.7 -1.7
H -2.671 0.744 0.431 -1.5 -2.1 -0.7
Lu 4.899 1.139 -0.597 -2.0 -1.7 -0.6

=====

[5]
26
Properties=species:S:1:pos:R:3:forces:R:3 method="wB97M-V/def2-TZVPD" charge=+1 smiles="CCCCC1=[NH+][C@H](Br)[C@@H](C=O)N1" energy_ev=-83585.3721 homo_lumo_gap_ev=10.30
C 2.577 2.531 0.222 -3.7 1.7 0.0
C 1.746 1.335 -0.374 -0.8 1.9 2.1
C 1.784 0.117 0.535 -0.5 -1.4 -1.5
C 1.225 -1.141 -0.329 1.0 1.8 0.7
C -0.213 -0.900 -0.363 1.0 -0.2 0.7
N -0.815 -0.046 -1.165 -0.6 -0.3 -0.1
C -2.177 0.145 -0.706 -1.1 0.2 0.6
Br -2.490 1.996 0.114 0.4 -1.4 -0.7
C -2.315 -0.989 0.403 -2.6 1.3 1.4
C -3.109 -2.353 0.263 -2.3 2.7 0.4
O -2.458 -3.299 0.069 0.7 -2.5 -0.5
N -0.999 -1.331 0.582 3.7 -2.4 2.0
H 3.400 2.274 0.814 1.5 -0.7 0.4
H 1.837 3.015 1.002 1.5 -0.6 -1.5
H 2.815 3.327 -0.543 -0.2 -1.0 0.9
H 0.646 1.752 -0.368 2.2 -0.9 -0.9
H 2.194 1.002 -1.297 -0.4 0.3 -0.8
H 1.109 0.067 1.353 -0.4 1.0 1.1
H 2.783 -0.043 0.913 0.3 -0.4 -0.1
H 1.652 -1.039 -1.295 0.3 -0.2 -1.0
H 1.518 -2.071 0.103 -0.1 -0.7 0.3
H -0.235 0.568 -1.732 -0.7 -0.1 -0.1
H -2.928 0.022 -1.487 0.3 0.4 0.1
H -2.672 -0.598 1.393 -0.2 0.2 -1.0
H -4.248 -2.344 0.540 1.7 0.0 -0.7
H -0.629 -1.996 1.350 -1.0 1.4 -2.0

=====

[6]
26
Properties=species:S:1:pos:R:3:forces:R:3 method="wB97M-V/def2-TZVPD" charge=-1 multiplicity=3 energy_ev=-26066.5961 homo_lumo_gap_ev="3.68 / 5.00"
C 0.900 -1.064 2.862 0.0 -0.6 1.1
C 0.462 -0.898 1.574 -0.3 0.6 -1.7
C -0.559 1.772 0.066 2.5 -0.4 -3.2
C 1.151 -0.569 0.376 0.3 -1.5 2.1
C -0.670 0.475 -0.787 -2.2 -0.4 -2.6
C 2.609 -0.772 0.331 -0.2 2.0 -0.1
C -1.946 -0.460 -0.437 2.2 1.0 -0.3
C -0.871 0.911 -2.327 -1.9 0.7 1.2
N -0.179 1.603 1.360 0.2 0.4 3.3
N 0.602 -0.198 -0.767 -3.0 0.2 3.0
O 1.242 -0.214 -1.831 2.9 -0.3 -4.4
Cl -1.498 1.530 2.459 -0.3 0.2 -0.1
H 0.138 -1.344 3.621 0.8 0.3 -0.4
H 1.953 -1.043 3.144 -0.3 -0.1 0.1
H -0.609 -0.876 1.478 -0.2 -0.3 0.1
H 0.429 2.166 -0.351 -1.1 -0.1 0.0
H -1.302 2.482 -0.168 -1.4 0.8 0.0
H 2.790 -1.716 -0.130 0.7 -1.2 0.4
H 2.819 -0.594 1.420 1.2 -0.5 -1.3
H 3.025 -0.064 -0.460 -0.1 -0.4 1.5
H -1.760 -1.501 -0.593 0.7 -0.7 -0.1
H -2.783 -0.268 -1.072 -0.7 0.8 0.0
H -2.067 -0.321 0.608 -1.2 0.0 0.7
H -1.955 1.385 -2.373 2.1 -0.6 -0.1
H -0.881 0.025 -2.970 0.1 0.2 0.3
H -0.074 1.586 -2.696 -0.7 -0.3 0.4

=====

[7]
28
Properties=species:S:1:pos:R:3:forces:R:3 method="wB97M-V/def2-TZVPD" charge=+1 smiles="CO[C@H]1CC[N@H+]([C@@H](N)[C@@H](F)I)C=C1F" energy_ev=-27076.2772 homo_lumo_gap_ev=9.80
C -2.280 0.410 2.615 0.7 -0.8 0.6
O -1.454 0.709 1.436 -0.7 0.1 1.9
C -2.072 0.360 0.238 -1.0 1.5 -1.2
C -1.436 1.300 -0.841 0.8 -1.1 0.7
C 0.057 0.949 -1.097 0.6 0.7 1.0
N 0.590 -0.186 -0.173 -1.1 -1.8 0.1
C 2.016 -0.888 -0.263 2.6 4.4 0.0
N 2.162 -1.772 -1.307 0.3 1.7 1.1
C 3.049 0.608 -0.393 -0.2 -4.8 0.6
F 2.583 1.465 0.518 -1.1 1.2 -0.3
I 5.041 0.207 0.320 -0.3 -0.3 -0.6
C -0.346 -1.318 -0.267 -4.4 2.5 0.6
C -1.693 -1.015 -0.180 2.6 -0.8 -0.4
F -2.625 -1.857 -0.613 0.3 0.1 0.5
H -2.196 -0.696 2.944 0.6 1.9 -0.1
H -3.289 0.470 2.333 -1.6 0.2 -0.7
H -2.213 1.216 3.412 0.8 -1.3 -0.9
H -3.188 0.601 0.192 1.3 -0.7 0.4
H -1.392 2.319 -0.453 -0.7 -0.1 -0.1
H -2.013 1.206 -1.741 -0.2 0.2 -0.5
H 0.289 0.736 -2.139 0.1 -0.1 0.2
H 0.539 1.849 -0.695 0.7 -0.4 -0.8
H 0.553 0.217 0.760 -0.2 0.0 0.3
H 2.289 -1.335 0.722 -0.7 0.4 -0.7
H 2.196 -2.694 -0.973 -0.1 -1.5 -0.7
H 1.824 -1.467 -2.191 0.0 -0.6 -0.7
H 3.053 0.808 -1.468 -0.1 1.0 0.4
H -0.045 -2.201 -0.695 0.9 -1.8 -0.7

=====

[8]
46
Properties=species:S:1:pos:R:3:forces:R:3 method="wB97M-V/def2-TZVPD" multiplicity=5 energy_ev=-110558.3247 homo_lumo_gap_ev="5.17 / 3.26"
Ti -1.485 1.276 1.039 0.4 -0.4 -0.1
C 0.799 -3.498 -2.409 -0.8 0.2 1.2
N -0.075 -2.322 -1.703 -0.8 -0.9 -1.7
C 0.912 -1.195 -1.423 0.4 -1.4 0.6
C -1.133 -1.851 -2.761 1.3 -1.2 1.1
C -0.778 -2.814 -0.396 0.7 -1.6 1.1
C -1.469 -1.831 0.623 0.5 0.8 -2.1
O -0.465 -0.908 1.019 -0.5 0.5 0.1
H 1.148 -3.256 -3.413 -0.4 0.8 0.2
H 0.249 -4.436 -2.487 -0.6 0.4 0.1
H 1.679 -3.775 -1.828 -0.1 0.6 0.4
H 1.603 -1.103 -2.260 -0.3 0.0 -0.1
H 1.415 -1.683 -0.588 0.6 0.9 0.1
H 0.497 -0.227 -1.143 -0.5 -0.4 -0.1
H -0.514 -1.566 -3.612 -0.5 1.0 0.2
H -1.739 -1.144 -2.195 0.1 0.4 -0.9
H -1.707 -2.707 -3.116 -0.1 -0.1 0.5
H 0.003 -3.355 0.138 0.7 0.7 0.3
H -1.347 -3.733 -0.538 -0.9 0.5 -1.2
H -2.020 -2.168 1.501 0.5 -1.2 -0.1
H -2.257 -1.281 0.109 0.0 0.3 -0.4
H -0.235 -1.168 1.914 0.3 0.2 1.1
C -0.130 2.455 -3.245 0.3 -0.3 0.5
F 0.246 3.492 -2.425 -0.3 -1.6 -1.0
F -0.183 2.904 -4.497 0.1 -0.2 0.8
F 0.854 1.441 -3.204 -1.3 1.6 0.2
S -1.832 1.710 -2.761 -3.4 4.3 1.0
O -2.827 2.819 -2.762 2.6 -1.4 0.1
O -2.108 0.822 -3.842 1.0 -1.7 0.0
O -1.687 1.218 -1.358 1.0 -0.8 -0.8
C 1.051 0.263 5.636 -1.0 -0.1 -0.8
F 1.589 1.485 5.546 -0.5 -0.1 0.2
F 1.977 -0.574 5.164 -0.1 -0.3 0.3
F 0.743 -0.018 6.904 0.5 0.1 -0.5
S -0.574 0.056 4.606 -3.4 -3.3 0.8
O -0.563 0.929 3.491 1.6 2.7 -3.1
O -0.644 -1.351 4.132 1.6 0.7 0.3
O -1.727 0.345 5.422 1.1 0.3 1.3
C 2.206 2.761 0.481 0.9 0.5 0.7
F 2.438 1.796 1.356 1.1 0.5 0.8
F 3.351 3.437 0.068 -2.2 -1.5 0.8
F 1.605 2.135 -0.489 -0.1 0.5 -1.6
S 0.977 3.960 1.234 0.1 0.2 0.3
O -0.250 3.183 1.318 1.1 1.0 0.3
O 1.498 4.461 2.565 -1.0 -0.6 -2.9
O 0.909 5.014 0.190 0.1 -0.5 1.7

=====

[9]
25
Properties=species:S:1:pos:R:3:forces:R:3 method="wB97M-V/def2-TZVPD" charge=+1 multiplicity=3 energy_ev=-20817.5864 homo_lumo_gap_ev="6.01 / 5.63"
C 0.678 -1.416 -0.789 -1.2 1.4 1.7
C -0.617 -0.782 -0.293 1.5 1.6 0.3
C 1.940 0.458 0.404 -1.8 -0.1 2.8
C -1.519 -0.166 -1.385 2.1 0.5 0.7
C -2.646 -1.917 0.703 2.0 1.8 2.6
C 1.957 2.778 -0.249 0.1 1.8 -0.3
C -1.196 -1.169 1.033 -3.4 -2.0 -1.5
C 1.849 1.858 0.889 -0.3 0.3 1.0
N 0.877 -0.129 -0.120 -1.0 -2.2 -3.7
F 1.211 -2.435 -0.036 -0.1 -0.2 -0.8
I 3.886 -0.235 0.066 0.9 -0.2 -0.6
H 0.689 -1.557 -1.902 0.9 0.1 1.1
H -2.145 -0.955 -1.627 -1.6 -1.3 -0.7
H -1.030 0.174 -2.294 0.7 -0.5 0.0
H -2.068 0.707 -1.138 -0.7 0.5 1.0
H -3.455 -1.234 0.653 -0.6 0.9 -0.4
H -2.790 -2.448 1.625 -0.3 -0.8 0.1
H -2.626 -2.515 -0.127 0.1 -1.7 -1.9
H 1.035 2.796 -0.733 -1.6 0.3 -1.1
H 2.662 2.580 -0.993 1.4 -1.1 -1.1
H 2.241 3.781 -0.005 -0.3 0.8 0.7
H -0.722 -1.962 1.589 1.1 0.3 -0.1
H -1.616 -0.436 1.690 0.8 1.1 0.2
H 0.857 2.067 1.377 0.7 -0.8 -0.4
H 2.548 2.157 1.663 0.5 -0.6 0.2